[1]
{
  "formula": "C37H52BBaN9O2S2Si",
  "method": "the ωB97M-V functional and the def2-TZVPD basis",
  "elements": ["Ba", "C", "C", "N", "C", "S", "N", "N", "C", "C", "C", "C", "C", "C", "C", "N", "H", "H", "H", "H", "H", "H", "H", "H", "H", "H", "H", "H", "H", "C", "Si", "C", "C", "N", "C", "C", "C", "C", "C", "C", "H", "H", "H", "H", "H", "H", "H", "H", "H", "H", "H", "H", "H", "H", "C", "C", "C", "C", "C", "C", "C", "C", "O", "B", "O", "C", "C", "H", "H", "H", "H", "H", "H", "H", "H", "H", "H", "H", "H", "C", "C", "N", "C", "N", "C", "C", "C", "N", "C", "H", "H", "H", "H", "H", "H", "H", "H", "H", "H", "H", "H", "H", "S", "C", "N"],
  "positions_angstrom": [[0.08, 0.21, -1.03], [-3.70, -5.91, 1.56], [-3.44, -4.41, 1.60], [-3.19, -3.91, 0.26], [-2.79, -2.58, 0.09], [-1.84, -2.29, -1.35], [-3.16, -1.79, 1.04], [-2.86, -0.45, 1.06], [-3.32, 0.35, 0.18], [-4.14, 0.06, -1.04], [-3.08, 1.80, 0.50], [-3.82, 2.41, 1.52], [-3.60, 3.75, 1.79], [-2.65, 4.44, 1.05], [-1.97, 3.76, 0.06], [-2.18, 2.47, -0.21], [-3.88, -6.30, 2.56], [-2.84, -6.44, 1.14], [-4.57, -6.13, 0.94], [-2.60, -4.18, 2.27], [-4.31, -3.89, 2.01], [-2.63, -4.52, -0.32], [-3.54, 0.20, -1.95], [-4.99, 0.75, -1.09], [-4.49, -0.97, -1.03], [-4.53, 1.82, 2.08], [-4.16, 4.25, 2.58], [-2.44, 5.49, 1.24], [-1.21, 4.26, -0.54], [0.39, -1.33, -4.34], [-1.10, -0.42, -5.07], [-2.54, -1.61, -4.90], [-0.78, -0.35, -6.93], [-1.34, 0.99, -4.19], [-1.68, 2.25, -4.50], [-1.74, 2.80, -5.82], [-2.06, 4.12, -6.06], [-2.36, 5.01, -5.03], [-2.32, 4.51, -3.73], [-2.00, 3.18, -3.47], [0.88, -1.97, -5.08], [0.08, -1.98, -3.51], [1.15, -0.62, -3.97], [-2.33, -2.57, -5.38], [-3.46, -1.19, -5.33], [-2.73, -1.80, -3.84], [-0.60, -1.37, -7.31], [0.10, 0.26, -7.17], [-1.63, 0.07, -7.48], [-1.52, 2.14, -6.66], [-2.08, 4.48, -7.09], [-2.60, 6.05, -5.23], [-2.55, 5.16, -2.89], [-1.99, 2.81, -2.46], [2.71, -5.83, 4.80], [3.87, -5.85, 3.80], [5.17, -5.59, 4.57], [3.93, -7.25, 3.17], [3.70, -4.79, 2.70], [4.64, -4.73, 1.66], [4.52, -3.83, 0.59], [3.43, -2.99, 0.60], [3.06, -2.05, -0.32], [1.83, -1.43, 0.14], [1.54, -2.09, 1.40], [2.51, -3.02, 1.63], [2.62, -3.91, 2.68], [2.84, -6.65, 5.52], [1.75, -5.96, 4.30], [2.68, -4.89, 5.36], [5.34, -6.37, 5.32], [5.13, -4.62, 5.08], [6.03, -5.58, 3.90], [3.92, -8.02, 3.95], [4.84, -7.38, 2.58], [3.08, -7.41, 2.50], [5.49, -5.40, 1.67], [5.25, -3.80, -0.20], [1.87, -3.89, 3.46], [1.49, 6.51, 0.69], [2.16, 5.45, -0.16], [1.42, 4.20, -0.03], [0.90, 3.75, 1.16], [0.49, 2.53, 1.26], [-0.10, 2.08, 2.50], [0.43, 2.84, 3.71], [0.21, 4.32, 3.46], [0.74, 4.71, 2.15], [1.44, 5.99, 2.11], [0.48, 6.71, 0.32], [2.07, 7.44, 0.66], [3.20, 5.34, 0.14], [2.16, 5.72, -1.22], [1.81, 3.46, -0.60], [0.10, 1.02, 2.61], [-1.19, 2.20, 2.46], [1.49, 2.63, 3.82], [-0.09, 2.54, 4.62], [0.72, 4.91, 4.22], [-0.86, 4.55, 3.51], [2.46, 5.89, 2.49], [0.90, 6.68, 2.76], [3.89, 2.80, -1.83], [4.91, 3.77, -0.92], [5.62, 4.45, -0.29]],
  "gap_ev": 5.390,
  "charge": -2,
  "relative_energy_ev": 1.135,
  "e_lumo_ev": 3.64,
  "e_tot_ha": -3220.8240
}



[2]
{
  "formula": "C37H52CeN4",
  "method": "the ωB97M-V functional and the def2-TZVPD basis",
  "elements": ["Ce", "C", "C", "N", "H", "N", "H", "C", "C", "C", "C", "C", "C", "H", "H", "H", "H", "C", "H", "H", "H", "C", "C", "C", "H", "H", "H", "H", "H", "H", "C", "H", "H", "H", "C", "C", "H", "H", "C", "H", "C", "H", "H", "H", "H", "H", "C", "H", "C", "N", "H", "N", "H", "C", "C", "C", "H", "H", "H", "H", "H", "H", "C", "H", "H", "H", "C", "C", "H", "H", "C", "H", "C", "H", "H", "H", "H", "H", "C", "H", "C", "C", "C", "C", "C", "C", "C", "C", "C", "H", "H", "H", "H", "H"],
  "positions_angstrom": [[0.40, 0.94, 0.98], [3.74, 3.47, 2.30], [2.39, 1.98, 1.31], [2.59, 2.75, 2.42], [5.17, 3.54, 0.66], [3.48, 2.22, 0.54], [4.09, 4.15, 3.06], [0.14, 2.66, -0.72], [-0.34, 2.10, -1.91], [-0.57, 2.96, -3.01], [-0.34, 4.33, -2.90], [0.13, 4.86, -1.70], [0.39, 4.02, -0.60], [-0.54, 1.03, -2.00], [-0.94, 2.56, -3.95], [0.30, 5.94, -1.62], [0.78, 4.45, 0.32], [-0.63, 5.24, -4.06], [-0.08, 6.19, -3.97], [-1.70, 5.49, -4.12], [-0.36, 4.78, -5.02], [1.61, 2.87, 3.55], [2.30, 3.69, 4.63], [0.36, 3.60, 3.06], [2.50, 4.72, 4.29], [1.64, 3.77, 5.51], [3.24, 3.23, 4.96], [0.78, 1.65, 5.09], [2.19, 0.92, 4.30], [-0.21, 3.12, 2.24], [1.28, 1.49, 4.12], [0.63, 4.61, 2.72], [-0.33, 3.71, 3.91], [0.59, 0.86, 3.52], [4.28, 3.17, 1.11], [3.40, 2.67, -1.86], [3.95, 3.61, -1.73], [3.62, 2.27, -2.86], [3.77, 1.64, -0.79], [3.26, -0.15, -1.86], [5.26, 1.37, -0.87], [5.61, 0.75, -0.03], [2.32, 2.90, -1.82], [1.86, 0.68, -1.20], [5.84, 2.30, -0.89], [5.50, 0.83, -1.80], [2.91, 0.40, -0.98], [2.94, -0.29, -0.12], [-6.09, -3.87, -2.00], [-5.20, -3.19, -1.19], [-5.69, -4.94, -3.88], [-4.06, -3.96, -2.83], [-7.13, -3.96, -1.80], [-5.48, -2.48, 0.07], [-6.95, -2.57, 0.38], [-4.63, -3.12, 1.16], [-7.27, -3.62, 0.51], [-7.15, -2.04, 1.32], [-7.55, -2.10, -0.40], [-5.17, -0.51, 0.86], [-5.57, -0.53, -0.87], [-3.56, -3.06, 0.91], [-5.01, -1.04, -0.08], [-4.90, -4.17, 1.31], [-4.79, -2.59, 2.10], [-3.94, -1.01, -0.32], [-5.36, -4.36, -3.04], [-1.86, -4.98, -2.81], [-2.25, -5.95, -2.47], [-0.95, -5.16, -3.40], [-2.88, -4.25, -3.67], [-1.36, -3.10, -4.67], [-3.29, -5.06, -4.87], [-4.02, -4.52, -5.49], [-1.59, -4.37, -1.93], [-1.98, -2.33, -3.19], [-3.72, -6.03, -4.56], [-2.41, -5.27, -5.48], [-2.26, -2.91, -4.07], [-2.95, -2.33, -4.69], [-3.96, -3.24, -1.70], [1.11, -1.10, 1.49], [2.09, -1.34, 2.22], [3.17, -1.67, 3.05], [3.05, -2.60, 4.11], [4.11, -2.79, 4.99], [5.30, -2.06, 4.83], [5.43, -1.16, 3.77], [4.38, -0.96, 2.88], [2.11, -3.15, 4.23], [4.01, -3.51, 5.80], [6.13, -2.22, 5.52], [6.37, -0.61, 3.62], [4.46, -0.25, 2.06]],
  "gap_ev": [1.414, 1.416],
  "charge": -2,
  "e_lumo_ev": [3.76, 3.76],
  "e_tot_ha": -2134.8147
}



[3]
{
  "formula": "C37H52IN2O3PRbSi3",
  "method": "the ωB97M-V functional and the def2-TZVPD basis",
  "elements": ["Rb", "C", "C", "N", "C", "C", "C", "O", "C", "C", "N", "C", "C", "C", "C", "C", "C", "I", "C", "O", "H", "H", "H", "H", "H", "H", "H", "H", "H", "H", "H", "H", "C", "O", "Si", "C", "C", "C", "Si", "C", "C", "C", "Si", "C", "C", "C", "H", "H", "H", "H", "H", "H", "H", "H", "H", "H", "H", "H", "H", "H", "H", "H", "H", "H", "H", "H", "H", "H", "H", "H", "H", "H", "H", "C", "P", "C", "C", "C", "C", "C", "C", "C", "C", "C", "C", "C", "C", "H", "H", "H", "H", "H", "H", "H", "H", "H", "H", "H", "H", "H"],
  "positions_angstrom": [[0.06, -0.10, 0.45], [-2.10, 3.06, 3.84], [-2.22, 1.61, 4.17], [-2.60, 1.27, 5.38], [-2.62, -0.02, 5.73], [-2.22, -1.03, 4.88], [-2.24, -2.46, 5.35], [-3.55, -2.91, 5.71], [-1.85, -0.69, 3.57], [-1.25, -1.72, 2.68], [-1.65, -2.27, 1.61], [-2.96, -2.21, 1.09], [-4.09, -1.72, 1.76], [-5.35, -1.86, 1.21], [-5.52, -2.46, -0.03], [-4.42, -2.94, -0.72], [-3.16, -2.82, -0.16], [-1.52, -3.60, -1.19], [-1.87, 0.66, 3.14], [-1.55, 1.04, 1.96], [-2.46, 3.66, 4.67], [-2.66, 3.30, 2.93], [-1.05, 3.32, 3.63], [-2.96, -0.25, 6.74], [-1.64, -2.58, 6.25], [-1.82, -3.12, 4.58], [-4.15, -2.65, 5.00], [-0.23, -2.01, 2.96], [-3.96, -1.22, 2.71], [-6.21, -1.47, 1.75], [-6.51, -2.56, -0.46], [-4.54, -3.40, -1.69], [1.94, 2.16, -2.34], [1.85, 1.21, -1.31], [3.11, 0.09, -1.02], [4.71, 1.01, -1.45], [2.87, -1.18, -2.40], [2.94, -0.52, 0.66], [3.61, -2.18, 0.93], [3.74, -2.69, 2.75], [5.36, -2.45, 0.25], [2.54, -3.56, 0.18], [3.18, 0.73, 1.96], [2.26, 0.35, 3.57], [2.52, 2.45, 1.50], [5.00, 1.02, 2.43], [2.83, 2.79, -2.24], [1.06, 2.81, -2.31], [1.97, 1.69, -3.33], [4.79, 1.25, -2.52], [5.56, 0.37, -1.19], [4.81, 1.93, -0.88], [2.94, -0.69, -3.37], [1.89, -1.66, -2.33], [3.63, -1.97, -2.37], [4.35, -2.00, 3.34], [4.21, -3.68, 2.81], [2.76, -2.76, 3.22], [6.05, -1.74, 0.70], [5.41, -2.31, -0.83], [5.73, -3.46, 0.47], [1.59, -3.63, 0.70], [3.04, -4.53, 0.26], [2.32, -3.39, -0.88], [1.18, 0.51, 3.45], [2.59, 1.02, 4.37], [2.41, -0.68, 3.91], [1.42, 2.47, 1.47], [2.88, 2.80, 0.53], [2.83, 3.18, 2.26], [5.46, 0.09, 2.78], [5.12, 1.77, 3.22], [5.56, 1.36, 1.56], [-1.74, 2.21, -1.73], [-2.80, 0.88, -1.01], [-4.04, 1.90, -0.13], [-5.35, 1.44, -0.02], [-6.31, 2.19, 0.65], [-5.97, 3.41, 1.21], [-4.67, 3.88, 1.10], [-3.71, 3.12, 0.44], [-3.74, 0.51, -2.56], [-3.33, -0.61, -3.29], [-3.94, -0.93, -4.50], [-4.97, -0.14, -4.99], [-5.38, 0.98, -4.27], [-4.76, 1.30, -3.07], [-1.05, 2.61, -0.98], [-2.35, 3.01, -2.14], [-1.14, 1.76, -2.53], [-5.63, 0.50, -0.48], [-7.33, 1.81, 0.72], [-6.72, 4.00, 1.73], [-4.40, 4.83, 1.54], [-2.70, 3.49, 0.38], [-2.54, -1.24, -2.91], [-3.61, -1.80, -5.05], [-5.45, -0.39, -5.93], [-6.18, 1.60, -4.65], [-5.10, 2.17, -2.52]],
  "gap_ev": 6.369,
  "charge": -1,
  "relative_energy_ev": 0.401,
  "e_lumo_ev": 2.00,
  "e_tot_ha": -3308.1526
}